Record 1
Computed, not measured: a cluster of 7 separate species, C15H46N8O9 in total in a non-equilibrium geometry, with the ωB97M-V functional and the def2-TZVPD basis.

Computed properties:
HOMO level (eV): -8.32
HOMO-LUMO gap (eV): 8.526
Calculated total energy (a.u.): -1714.36826

The geometry in XYZ format:
```
78
Properties=species:S:1:pos:R:3:forces:R:3
C -0.0976 3.4952 -4.4444 -0.11 0.47 -0.24
O -0.2029 2.0922 -4.3950 -0.43 0.20 -0.45
C 0.8181 1.4516 -5.1515 0.31 -0.67 0.93
C 0.4852 -0.0164 -5.2927 -0.67 -0.12 -0.21
N 0.6791 -0.6982 -4.0214 0.12 0.27 -0.07
C 0.2866 -2.0930 -4.0528 -0.65 -0.22 0.29
C 0.4880 -2.7919 -2.7246 0.11 0.12 -0.01
O -0.5537 -2.4250 -1.8447 0.14 0.02 -0.44
C -0.4975 -3.1315 -0.6395 -0.58 -1.08 0.33
H -0.0279 3.8481 -5.4793 0.15 -0.07 0.00
H 0.7622 3.8766 -3.8800 0.05 -0.11 -0.02
H -1.0070 3.9467 -4.0465 0.00 -0.23 0.19
H 1.7042 1.4888 -4.5024 0.40 0.22 -0.59
H 0.9807 1.9198 -6.1234 -0.08 0.20 0.06
H 1.0749 -0.4733 -6.0920 0.43 0.02 0.27
H -0.5461 -0.1216 -5.6723 -0.08 0.17 0.17
H 0.1261 -0.2107 -3.3206 -0.10 -0.20 0.10
H 0.8304 -2.5996 -4.8516 0.15 -0.02 0.07
H -0.7915 -2.2399 -4.2413 0.08 0.20 -0.35
H 1.4494 -2.4897 -2.2872 0.11 -0.22 -0.02
H 0.4687 -3.8757 -2.8921 0.12 -0.06 0.08
H -1.2588 -2.7518 0.0415 0.29 0.24 -0.25
H 0.4891 -3.0692 -0.1640 -0.35 -0.32 -0.35
H -0.7302 -4.2024 -0.7526 0.15 -0.05 -0.44
C 2.7098 1.0498 3.2606 -0.06 0.39 0.01
O 1.7229 0.1515 2.8117 0.08 -0.03 0.53
C 1.9913 -0.5429 1.6311 0.01 0.02 -1.39
C 0.6670 -0.9545 0.9586 1.15 -0.42 -0.16
N -0.2857 -1.7123 1.7592 0.46 1.23 0.44
C 0.3174 -2.8353 2.4795 -0.24 0.66 0.24
C -0.7265 -3.3658 3.4330 -0.31 -0.11 0.67
O -0.2063 -4.5073 4.0980 -0.37 0.00 -0.52
C -1.1002 -5.0204 5.0499 0.78 -0.39 0.92
H 3.6298 0.5416 3.5585 0.06 0.02 -0.10
H 2.3054 1.5927 4.1168 -0.02 -0.30 0.15
H 2.8962 1.8279 2.5104 0.27 -0.24 -0.16
H 2.6919 -1.3863 1.7082 -0.22 -0.14 0.80
H 2.5103 0.0792 0.8794 -0.18 0.38 0.24
H 0.9930 -1.5815 0.1167 -0.07 0.66 0.11
H 0.2206 -0.0553 0.5348 -0.31 -0.15 0.17
H -0.5890 -1.0301 2.4561 -0.32 -0.40 0.21
H 1.1827 -2.4921 3.0592 0.06 -0.28 0.10
H 0.6600 -3.6049 1.7853 -0.13 -0.06 0.02
H -1.6877 -3.5878 2.9500 0.25 -0.25 -0.39
H -1.0061 -2.6086 4.1817 0.33 0.17 -0.08
H -2.1220 -5.2039 4.7094 0.02 0.21 -0.31
H -1.1034 -4.3904 5.9497 -0.33 0.20 -0.15
H -0.6723 -5.9686 5.3866 -0.14 -0.06 -0.16
N -0.6309 1.7973 2.9189 -0.05 -0.44 0.99
C -1.6813 1.2060 3.5428 -0.62 -0.10 -0.12
N -2.8943 1.8238 3.3301 0.33 0.25 -0.04
O -1.6060 0.1759 4.2004 0.26 0.06 -0.02
H -0.7694 2.5776 2.3038 0.47 0.09 0.24
H 0.2516 1.3241 3.0780 -0.06 0.25 -0.51
H -2.9397 2.6312 2.7342 -0.26 0.01 0.16
H -3.7323 1.3388 3.5867 -0.01 -0.04 0.04
N 3.4306 2.9918 0.1382 -0.19 0.38 0.05
C 2.1093 2.9345 -0.2092 0.70 -0.46 -0.15
N 1.7743 1.9869 -1.1093 -0.57 0.11 0.05
O 1.2757 3.6904 0.2831 0.10 0.30 -0.04
H 4.0875 2.2618 -0.0605 -0.01 0.03 -0.15
H 3.7326 3.8203 0.6170 0.06 -0.14 0.19
H 2.4118 1.4567 -1.6745 0.13 0.07 0.10
H 0.7922 2.0206 -1.3599 0.04 -0.39 -0.14
N -1.1712 2.2987 -1.6387 -0.26 0.07 0.46
C -1.6564 1.3039 -0.8397 0.41 -0.50 0.43
N -2.0030 1.6523 0.4226 -0.47 -0.20 0.05
O -1.6579 0.1357 -1.2182 -0.19 0.29 -0.28
H -1.0673 3.2185 -1.2456 -0.02 0.16 -0.37
H -0.9865 2.0499 -2.5977 -0.02 0.26 -0.19
H -2.1774 0.9116 1.0819 -0.09 -0.15 -0.33
H -1.9882 2.5790 0.8163 0.16 0.18 -0.67
O -1.0643 4.4021 1.3643 0.00 0.08 -0.27
H -1.3255 5.3087 1.1826 -0.11 0.01 0.12
H -0.1782 4.3060 0.9562 -0.07 -0.14 0.10
O -3.6671 -1.7806 -0.7518 -0.09 -0.07 -0.06
H -2.9253 -1.2243 -1.0436 0.05 0.07 0.12
H -3.6719 -2.5229 -1.3620 0.03 0.01 0.01
```
Positions in Å, forces in eV/Å.

Table of Löwdin atomic charges, one value per atom, all in e:
1 C -0.12
2 O -0.23
3 C -0.21
4 C -0.22
5 N -0.05
6 C -0.21
7 C -0.23
8 O -0.19
9 C -0.15
10 H 0.09
11 H 0.09
12 H 0.09
13 H 0.12
14 H 0.12
15 H 0.12
16 H 0.13
17 H 0.10
18 H 0.12
19 H 0.13
20 H 0.12
21 H 0.12
22 H 0.08
23 H 0.05
24 H 0.10
25 C -0.09
26 O -0.22
27 C -0.23
28 C -0.20
29 N -0.05
30 C -0.18
31 C -0.22
32 O -0.19
33 C -0.13
34 H 0.09
35 H 0.09
36 H 0.07
37 H 0.12
38 H 0.10
39 H 0.09
40 H 0.10
41 H 0.08
42 H 0.12
43 H 0.12
44 H 0.13
45 H 0.12
46 H 0.09
47 H 0.09
48 H 0.08
49 N 0.19
50 C -0.68
51 N 0.15
52 O 0.02
53 H 0.04
54 H 0.08
55 H 0.08
56 H 0.11
57 N 0.16
58 C -0.65
59 N 0.20
60 O 0.00
61 H 0.10
62 H 0.11
63 H 0.11
64 H 0.06
65 N 0.16
66 C -0.63
67 N 0.19
68 O 0.02
69 H 0.10
70 H 0.07
71 H 0.10
72 H 0.05
73 O -0.08
74 H 0.06
75 H 0.00
76 O -0.08
77 H -0.02
78 H 0.03

---

Record 2
Computed, not measured: a cluster of 9 separate species, C15H48O9 in total in a non-equilibrium geometry, with the ωB97M-V functional and the def2-TZVPD basis.

Computed properties:
HOMO level (eV): -10.01
HOMO-LUMO gap (eV): 10.324
Calculated total energy (a.u.): -1277.25817

The geometry in XYZ format:
```
72
Properties=species:S:1:pos:R:3:forces:R:3
C 4.2826 5.6005 1.3636 0.89 1.01 -0.09
C 5.5148 5.7862 0.4372 -1.18 -1.17 -0.35
C 5.6127 4.5250 -0.4306 0.70 -0.55 -0.04
O 5.2871 6.8720 -0.4102 -0.26 1.08 -0.34
H 4.6032 4.9397 2.1690 -0.54 -0.32 -0.11
H 3.3871 5.3106 0.8139 0.27 -0.60 -0.02
H 3.9833 6.5433 1.8215 0.36 0.20 0.11
H 6.4133 5.9779 1.0238 0.11 -0.27 0.21
H 4.7021 4.3677 -1.0087 -0.35 -0.10 0.55
H 5.8995 3.6623 0.1708 -0.54 -0.22 0.15
H 6.3589 4.4854 -1.2241 0.54 0.79 0.08
H 6.0493 6.9390 -0.9899 -0.01 0.13 -0.16
C -3.9104 2.9413 5.3597 -0.07 0.27 0.19
C -2.4785 3.4905 5.6317 -1.39 0.39 1.42
C -2.4380 4.9387 6.1258 -0.23 -0.04 -0.62
O -1.8695 2.6826 6.6456 0.73 -0.58 -0.85
H -3.9526 1.9186 4.9849 0.50 0.12 -0.39
H -4.5291 3.5859 4.7354 0.32 0.05 -0.42
H -4.5175 2.8560 6.2610 0.37 0.29 0.55
H -1.8750 3.5408 4.7254 0.17 -0.90 0.08
H -1.3924 5.2076 6.2752 -0.04 0.10 0.02
H -2.9842 5.1311 7.0493 -0.13 -0.21 0.04
H -2.8578 5.5638 5.3377 0.01 0.29 0.10
H -2.2265 2.8978 7.5104 -0.23 0.22 -0.12
C -2.1447 -6.8140 1.6385 1.68 0.67 -0.30
C -3.0936 -6.6027 2.7520 -2.27 -1.61 -0.51
C -3.5094 -5.1776 2.9251 1.75 0.43 0.62
O -4.2838 -7.3225 2.3827 -0.81 -0.32 0.16
H -2.5239 -6.3503 0.7279 -0.04 -0.17 -0.04
H -1.8606 -7.8499 1.4533 -0.37 -0.08 0.08
H -1.2160 -6.3108 1.9077 0.31 0.16 -0.23
H -2.7525 -7.0802 3.6706 0.35 0.46 0.30
H -2.5849 -4.8200 3.3784 -0.09 0.95 0.33
H -4.3304 -4.9995 3.6197 -0.01 -0.20 -0.30
H -3.5762 -4.6340 1.9828 -0.50 -0.21 -0.01
H -4.1749 -8.2434 2.6314 -0.02 -0.08 -0.11
C -1.3594 1.3290 -8.9029 0.04 0.36 -0.16
O -1.9703 2.4821 -9.4776 -0.01 -0.11 0.05
H -0.6634 1.6875 -8.1445 -0.17 -0.12 0.11
H -2.1146 0.6718 -8.4718 0.16 -0.09 0.20
H -0.7768 0.7826 -9.6445 -0.02 -0.14 -0.10
H -2.7891 2.1982 -9.8904 0.00 0.09 -0.08
C 2.3585 -2.5135 6.8215 -0.33 -0.23 0.49
O 2.1750 -1.5834 5.7673 0.33 -0.09 0.11
H 3.1624 -2.3051 7.5274 0.37 0.57 -0.25
H 1.4677 -2.5480 7.4488 -0.19 -0.35 -0.09
H 2.5819 -3.5033 6.4233 -0.26 0.06 -0.22
H 1.5089 -0.9499 6.0439 0.07 0.05 -0.04
C -0.3341 -1.0436 -1.1504 -0.02 0.13 -0.16
O -1.4615 -1.0903 -2.0149 -0.14 0.08 0.19
H -0.6270 -0.6798 -0.1656 -0.29 -0.22 -0.05
H 0.1019 -2.0391 -1.0672 0.23 0.09 0.22
H 0.3956 -0.3219 -1.5176 0.28 -0.12 -0.14
H -1.2567 -1.7089 -2.7199 -0.07 0.04 -0.07
C -4.0093 4.4818 -1.6496 1.22 1.73 -0.90
O -4.7012 3.3336 -1.4469 -1.09 -2.06 0.70
H -4.3927 5.3165 -1.0627 -0.06 -0.18 0.14
H -2.9531 4.3216 -1.4331 0.23 0.42 0.21
H -4.0791 4.7489 -2.7040 0.12 0.48 -0.22
H -4.1007 2.6405 -1.7306 -0.40 -0.41 0.08
C -0.1552 -6.3861 -5.9814 0.24 -0.33 1.09
O -0.0631 -4.9766 -5.9663 -0.20 0.29 -0.73
H -0.3270 -6.9219 -6.9149 0.09 0.61 -0.54
H 0.7879 -6.7276 -5.5548 -0.19 -0.73 0.13
H -0.9918 -6.6507 -5.3347 0.15 -0.09 0.14
H 0.8507 -4.7690 -6.1749 -0.07 0.27 -0.10
C 5.4051 -1.7768 -5.3693 1.67 0.70 -0.02
O 5.0398 -2.3300 -6.6145 -1.01 -0.42 0.18
H 6.4897 -1.6766 -5.4086 0.29 0.02 0.51
H 5.0569 -0.7639 -5.1671 -0.56 0.06 -0.29
H 5.1849 -2.3754 -4.4854 -0.41 -0.45 -0.54
H 5.5478 -1.9127 -7.3141 0.01 0.08 0.17
```
Positions in Å, forces in eV/Å.

Table of Löwdin atomic charges, one value per atom, all in e:
1 C -0.05
2 C -0.50
3 C -0.08
4 O -0.05
5 H 0.08
6 H 0.08
7 H 0.07
8 H 0.13
9 H 0.08
10 H 0.08
11 H 0.07
12 H 0.09
13 C -0.06
14 C -0.46
15 C -0.07
16 O -0.07
17 H 0.07
18 H 0.07
19 H 0.07
20 H 0.13
21 H 0.08
22 H 0.08
23 H 0.08
24 H 0.08
25 C -0.08
26 C -0.52
27 C -0.05
28 O -0.07
29 H 0.09
30 H 0.08
31 H 0.08
32 H 0.14
33 H 0.08
34 H 0.09
35 H 0.09
36 H 0.08
37 C -0.16
38 O -0.13
39 H 0.08
40 H 0.08
41 H 0.07
42 H 0.07
43 C -0.17
44 O -0.11
45 H 0.07
46 H 0.07
47 H 0.08
48 H 0.07
49 C -0.17
50 O -0.13
51 H 0.08
52 H 0.08
53 H 0.07
54 H 0.07
55 C -0.22
56 O -0.10
57 H 0.08
58 H 0.08
59 H 0.08
60 H 0.08
61 C -0.18
62 O -0.12
63 H 0.07
64 H 0.08
65 H 0.08
66 H 0.07
67 C -0.18
68 O -0.12
69 H 0.07
70 H 0.07
71 H 0.08
72 H 0.07

---

Record 3
Computed, not measured: a cluster of 7 separate species, C15H49N4O6 in total in a non-equilibrium geometry, with the ωB97M-V functional and the def2-TZVPD basis.

Computed properties:
Charge: +1
HOMO level (eV): -11.92
HOMO-LUMO gap (eV): 9.929
Calculated total energy (a.u.): -1270.72275

The geometry in XYZ format:
```
74
Properties=species:S:1:pos:R:3:forces:R:3
N -0.3683 0.1379 -0.7636 -4.53 4.86 -8.38
H -0.6363 -0.5281 -0.2146 -2.50 -6.21 3.10
H -1.3023 0.7239 -1.2026 3.01 -1.63 2.22
H 0.1137 -0.0461 -1.6316 0.64 -1.16 -0.08
H 0.2207 0.5849 -0.2106 3.52 3.97 2.98
C 0.2317 0.9619 2.9134 3.79 1.06 2.30
C 1.6457 1.2609 2.2274 -2.77 1.12 5.31
C 2.7777 1.4209 3.3814 0.28 3.43 -3.81
O 2.5127 2.6969 3.9164 1.11 -0.01 0.55
C 3.5017 3.0039 4.8804 2.05 -2.95 0.50
N 1.9467 0.1609 1.4874 4.62 0.88 -4.32
H 0.4387 0.1699 3.5734 -0.38 -2.12 0.26
H -0.5503 0.9049 2.2744 -2.27 -0.88 -2.22
H -0.0783 1.6439 3.6814 0.16 1.36 0.05
H 1.3087 2.2129 1.7854 1.66 -0.05 -0.84
H 3.9767 1.4789 2.8674 -3.34 -0.72 1.42
H 2.6277 0.7479 4.1734 0.35 -1.74 0.72
H 3.3487 3.9989 5.1984 -0.11 0.92 0.59
H 4.5937 2.8759 4.4304 -2.08 0.47 0.66
H 3.5087 2.2039 5.7874 -0.29 1.93 -1.80
H 3.0247 0.3129 1.3524 -2.63 -1.69 -0.35
H 1.6627 -0.7601 1.6664 -0.31 -0.95 0.96
C -3.2683 2.9559 -0.6356 -3.71 4.65 -0.75
C -2.6493 3.0779 0.6784 -0.33 0.82 2.46
C -3.3043 2.1419 1.7864 0.36 1.00 -0.26
O -4.5243 2.7189 2.0924 -2.77 0.02 0.31
C -5.3403 1.8789 2.9074 1.36 -0.37 0.58
N -1.2163 2.8919 0.4354 -1.82 0.87 -3.43
H -4.3463 3.2899 -0.4866 0.88 -0.49 -0.24
H -3.3713 2.0779 -1.1506 0.45 -2.78 -0.77
H -2.9453 3.7449 -1.3766 0.23 -0.78 0.85
H -2.7963 4.2139 1.1404 -0.12 -2.85 -1.14
H -2.8853 2.2909 2.7654 2.01 -0.72 0.21
H -3.5063 1.0819 1.5744 0.82 0.13 -0.52
H -5.9813 2.4249 3.5124 -1.62 1.69 0.31
H -4.9303 1.2689 3.7254 1.65 0.30 -0.20
H -5.8543 1.1119 2.4084 -1.02 -0.66 -1.58
H -0.8303 2.8689 1.2704 2.72 -0.83 5.34
H -1.0313 3.8699 0.2554 0.91 0.08 -1.13
C 1.5867 -3.4301 -2.7346 1.33 3.53 1.91
C 1.8677 -3.7471 -1.2536 1.86 4.56 -1.69
C 3.2867 -4.2681 -0.9366 -3.61 -0.99 0.79
O 3.3547 -5.5691 -1.4456 -0.92 1.80 -0.48
C 4.5187 -6.0851 -0.9756 0.54 -1.77 -2.50
N 1.6097 -2.4021 -0.6136 2.01 0.01 2.38
H 1.5417 -4.2631 -3.2246 0.53 -5.12 -3.30
H 2.2617 -2.7061 -3.2366 0.27 -0.65 0.62
H 0.6387 -3.0251 -2.9916 -1.32 0.64 0.88
H 1.1307 -4.3621 -0.9236 -1.93 -2.11 1.13
H 3.4557 -4.3821 0.1354 -0.49 0.40 0.51
H 4.0067 -3.5731 -1.2176 1.68 1.10 -1.41
H 4.6107 -6.1141 0.0294 0.35 1.07 3.74
H 5.3647 -5.6631 -1.4806 0.80 0.02 -0.14
H 4.3837 -7.1131 -1.1146 0.69 -1.91 -1.08
H 1.5927 -2.6391 0.4234 0.02 0.69 -1.36
H 2.5107 -1.8001 -0.6976 -1.92 -1.24 0.01
C -1.5113 1.7079 -3.7126 4.70 -1.70 0.55
O -2.1493 0.5739 -3.1956 2.52 0.95 3.05
H -1.6153 2.6009 -3.2006 -0.29 1.41 2.21
H -1.9083 1.9889 -4.5916 -1.14 0.41 -3.66
H -0.3043 1.5279 -3.8466 -3.22 0.40 0.33
H -2.7803 0.3159 -3.7866 -2.64 -1.23 -2.25
C -4.0133 -1.7211 -1.0576 0.67 -4.76 2.76
O -3.4833 -0.9021 -0.0886 1.81 1.43 1.02
H -4.3923 -2.8031 -0.6716 0.66 2.57 -0.71
H -3.2253 -1.9371 -1.7166 1.08 -0.38 -1.08
H -4.7263 -1.2291 -1.5456 -3.35 1.66 -2.11
H -3.8243 -0.9211 0.7994 -0.71 -0.53 0.06
C 1.6137 0.0249 -4.1336 3.85 1.98 -2.75
O 1.8997 0.7099 -2.9036 -2.75 -6.46 0.85
H 1.1447 0.7479 -4.8416 0.49 -0.56 0.24
H 0.9487 -0.7971 -4.0926 -0.51 -0.81 1.02
H 2.6717 -0.3621 -4.6996 -2.89 0.97 1.68
H 2.2117 1.5369 -2.9296 1.84 4.69 -1.09
```
Positions in Å, forces in eV/Å.

Table of Löwdin atomic charges, one value per atom, all in e:
1 N 0.36
2 H 0.03
3 H 0.21
4 H 0.09
5 H 0.02
6 C -0.04
7 C -0.44
8 C -0.18
9 O -0.23
10 C -0.13
11 N 0.02
12 H 0.06
13 H 0.01
14 H 0.08
15 H 0.13
16 H 0.19
17 H 0.10
18 H 0.06
19 H 0.11
20 H 0.13
21 H 0.14
22 H 0.05
23 C -0.10
24 C -0.40
25 C -0.19
26 O -0.18
27 C -0.09
28 N 0.06
29 H 0.11
30 H 0.03
31 H 0.10
32 H 0.20
33 H 0.12
34 H 0.11
35 H 0.07
36 H 0.10
37 H 0.07
38 H -0.02
39 H 0.09
40 C -0.05
41 C -0.35
42 C -0.21
43 O -0.13
44 C -0.14
45 N 0.00
46 H 0.01
47 H 0.09
48 H 0.06
49 H 0.11
50 H 0.12
51 H 0.11
52 H 0.06
53 H 0.11
54 H 0.09
55 H 0.08
56 H 0.10
57 C -0.13
58 O -0.08
59 H 0.05
60 H 0.05
61 H 0.11
62 H 0.05
63 C -0.16
64 O -0.13
65 H 0.15
66 H 0.05
67 H 0.03
68 H 0.07
69 C -0.15
70 O -0.10
71 H 0.07
72 H 0.04
73 H 0.15
74 H 0.02